Molecular formula: C8H10N5O
Method: DFT, wB97M-V/def2-TZVPD

SMILES string: N#CCC[N+](C#N)(CCC#N)C(N)=O
M in g/mol: 192.2
HOMO-LUMO gap in eV: 11.92
Energy relative to the best compared isomer or geometry (same formula, charge and spin) in eV: 2.904
HOMO level in eV: -15.80

ORCA input file:
```
! RIJCOSX wB97M-V def2-TZVPD def2/J DEFGRID3
* xyz 1 1
N 0.613 2.410 -4.073
C 0.016 1.963 -3.223
C -0.663 1.457 -1.991
C 0.234 0.571 -1.302
N -0.241 -0.166 -0.063
C -1.420 -0.875 -0.454
N -2.360 -1.431 -0.751
C 0.706 -1.166 0.467
C 0.135 -1.822 1.655
C 0.994 -2.844 2.247
N 1.654 -3.613 2.768
C -0.666 0.927 1.074
N 0.437 1.616 1.410
O -1.803 0.973 1.278
H -1.516 1.065 -2.414
H -0.923 2.357 -1.531
H 0.664 -0.195 -1.955
H 1.109 1.039 -0.959
H 1.606 -0.736 0.663
H 0.898 -1.789 -0.460
H -0.072 -0.998 2.424
H -0.872 -2.310 1.471
H 1.248 1.184 1.632
H 0.223 2.384 2.089
*
```

Molecular formula: C3H8N3O
Method: DFT, wB97M-V/def2-TZVPD

SMILES string: [NH3+]CN1C=CON1
M in g/mol: 102.1
HOMO-LUMO gap in eV: 9.17
Energy relative to the best compared isomer or geometry (same formula, charge and spin) in eV: 5.128
HOMO level in eV: -12.45

ORCA input file:
```
! RIJCOSX wB97M-V def2-TZVPD def2/J DEFGRID3
* xyz 1 1
N -0.838 0.117 1.677
C -1.249 0.499 0.055
N -0.217 0.140 -0.679
C 0.284 -1.136 -0.890
C 1.649 -1.006 -0.958
O 2.039 0.253 -0.568
N 0.919 1.123 -0.627
H -1.246 0.700 2.287
H 0.115 0.349 1.767
H -0.959 -0.786 2.066
H -2.240 0.126 -0.083
H -1.203 1.572 0.197
H -0.302 -1.889 -1.401
H 2.307 -1.764 -1.337
H 0.943 1.702 -1.506
*
```

Molecular formula: C35H51F8N4O6PS
Method: DFT, wB97M-V/def2-TZVPD

SMILES string: CCCCc1ccc2c(c1)Sc1c(CCOCC(F)(F)C(F)(F)C(F)(F)C(F)F)cc(P(O)O)c(CCC)c1N2.CNC(C)=O.CNC(C)=O.CNC(C)=O
M in g/mol: 838.8
HOMO-LUMO gap in eV: 8.08
HOMO level in eV: -7.74

ORCA input file:
```
! RIJCOSX wB97M-V def2-TZVPD def2/J DEFGRID3
* xyz 0 1
C -9.193 5.091 -2.523
C -8.120 4.853 -3.617
C -6.962 5.868 -3.540
C -5.554 5.269 -3.627
C -5.235 4.157 -2.656
C -6.010 3.833 -1.547
C -5.681 2.785 -0.694
C -4.542 2.026 -0.947
C -3.740 2.359 -2.038
C -4.075 3.407 -2.879
S -2.290 1.369 -2.293
C -1.820 1.114 -0.597
C -0.468 1.106 -0.224
C 0.602 1.332 -1.277
C 1.987 0.898 -0.855
O 2.990 1.428 -1.719
C 3.437 0.533 -2.693
C 4.391 -0.551 -2.139
F 5.608 -0.378 -2.720
F 4.566 -0.463 -0.818
C 3.956 -1.968 -2.562
F 4.010 -1.974 -3.907
F 2.670 -2.201 -2.240
C 4.848 -3.151 -2.037
F 5.880 -2.734 -1.306
F 5.350 -3.805 -3.103
C 4.024 -4.204 -1.284
F 3.555 -3.718 -0.131
F 4.863 -5.228 -0.995
C -0.192 0.885 1.124
C -1.207 0.706 2.071
P -0.599 0.414 3.780
O -1.568 -0.805 4.328
O -1.112 1.766 4.575
C -2.562 0.726 1.689
C -3.638 0.563 2.728
C -4.578 -0.670 2.570
C -4.097 -1.759 1.596
C -2.853 0.918 0.329
N -4.195 0.930 -0.119
H -10.142 5.414 -2.940
H -9.398 4.169 -1.978
H -8.860 5.808 -1.777
H -7.756 3.840 -3.488
H -8.624 4.933 -4.575
H -7.035 6.527 -2.678
H -7.062 6.526 -4.404
H -4.853 6.078 -3.402
H -5.343 4.965 -4.650
H -6.897 4.405 -1.319
H -6.308 2.537 0.152
H -3.441 3.654 -3.720
H 0.283 0.778 -2.158
H 0.584 2.395 -1.523
H 2.022 -0.193 -0.852
H 2.239 1.209 0.152
H 4.009 1.104 -3.417
H 2.592 0.089 -3.224
H 3.234 -4.610 -1.909
H 0.821 0.829 1.494
H -2.155 -0.503 5.036
H -1.855 2.182 4.115
H -3.249 0.541 3.730
H -4.266 1.459 2.673
H -4.723 -1.125 3.545
H -5.558 -0.324 2.240
H -4.480 -1.587 0.596
H -4.532 -2.706 1.916
H -3.019 -1.888 1.599
H -4.842 0.916 0.657
C 6.896 -7.844 -1.932
N 7.004 -8.696 -3.102
C 6.610 -8.426 -4.376
C 5.976 -7.078 -4.633
O 6.766 -9.248 -5.263
H 7.890 -7.657 -1.521
H 6.294 -8.342 -1.171
H 6.434 -6.896 -2.181
H 7.418 -9.608 -2.994
H 5.718 -7.015 -5.685
H 5.068 -6.959 -4.040
H 6.671 -6.272 -4.393
C 9.661 -1.265 1.823
N 10.198 -0.477 0.730
C 9.614 -0.185 -0.466
C 8.230 -0.739 -0.713
O 10.198 0.496 -1.290
H 9.603 -0.655 2.727
H 10.314 -2.117 2.023
H 8.669 -1.632 1.585
H 11.118 -0.080 0.834
H 7.899 -0.426 -1.697
H 8.243 -1.829 -0.678
H 7.527 -0.359 0.030
C -4.288 1.937 8.927
N -4.179 1.172 7.697
C -4.427 1.579 6.431
C -4.879 3.004 6.231
O -4.286 0.809 5.487
H -3.319 1.970 9.427
H -5.007 1.462 9.594
H -4.613 2.951 8.725
H -3.884 0.210 7.762
H -5.034 3.173 5.169
H -5.817 3.189 6.755
H -4.120 3.701 6.590
*
```

Molecular formula: C3H18N2O6S
Method: DFT, wB97M-V/def2-TZVPD

SMILES string: NC(=O)NCCS.O.O.O.O.O
M in g/mol: 210.3
HOMO-LUMO gap in eV: 9.30
Energy relative to the best compared isomer or geometry (same formula, charge and spin) in eV: 1.442
HOMO level in eV: -9.07

ORCA input file:
```
! RIJCOSX wB97M-V def2-TZVPD def2/J DEFGRID3
* xyz 0 1
N 0.395 1.389 -0.306
C 0.554 1.022 -1.607
O 1.270 1.735 -2.342
N -0.006 -0.125 -2.110
C -0.773 -0.833 -1.108
C -2.162 -0.204 -1.147
S -3.226 -0.139 0.393
H 0.660 2.353 -0.052
H 0.667 0.787 0.513
H 0.137 -0.581 -3.034
H -0.291 -0.812 -0.151
H -0.794 -1.988 -1.421
H -2.789 -0.885 -1.904
H -2.304 0.893 -1.454
H -2.842 -1.241 1.087
O 3.417 -0.708 -0.503
H 3.013 -0.401 0.406
H 2.747 -0.449 -1.205
O -0.314 0.680 2.944
H -0.325 1.640 2.558
H 0.237 0.838 3.772
O -1.139 2.979 1.336
H -1.920 3.472 1.127
H -1.248 2.153 0.881
O 1.325 -0.731 1.303
H 0.940 -0.574 2.123
H 0.846 -1.361 0.852
O 0.973 -2.753 -0.281
H 1.755 -2.506 -0.731
H 1.196 -3.652 0.061
*
```

Molecular formula: C8H8N2O2
Method: DFT, wB97M-V/def2-TZVPD

M in g/mol: 164.2
HOMO-LUMO gap (spin up / spin down) in eV: 8.78 / 8.78
Energy relative to the best compared isomer or geometry (same formula, charge and spin) in eV: 4.349
HOMO level (spin up / spin down) in eV: -9.19 / -9.19

ORCA input file:
```
! RIJCOSX wB97M-V def2-TZVPD def2/J DEFGRID3
* xyz 0 1
C 0.116 0.562 -2.667
C -0.147 0.189 -1.386
C -1.047 0.324 -0.436
C 0.075 0.187 1.774
C -0.958 -0.442 0.854
C 1.672 -1.173 -0.695
C 2.028 -1.048 0.704
C -2.209 1.259 -0.594
N 0.335 0.837 -3.767
N 1.372 -0.215 1.640
O -0.226 0.985 2.629
O 2.749 -0.418 -0.353
H -1.916 -0.400 1.372
H -0.692 -1.480 0.653
H 1.754 -2.022 -1.350
H 2.599 -1.850 1.180
H -2.169 2.012 0.192
H -3.149 0.714 -0.499
H -2.181 1.755 -1.561
H 1.994 0.223 2.311
*
```

Molecular formula: C6H10O
Method: DFT, wB97M-V/def2-TZVPD

SMILES string: C#C[C@](C)(O)CC
M in g/mol: 98.1
HOMO-LUMO gap in eV: 10.90
Energy relative to the best compared isomer or geometry (same formula, charge and spin) in eV: 2.735
HOMO level in eV: -9.95

ORCA input file:
```
! RIJCOSX wB97M-V def2-TZVPD def2/J DEFGRID3
* xyz 0 1
C -1.341 2.271 0.172
C -0.850 1.179 0.302
C -0.330 -0.205 0.298
C -1.587 -0.912 -0.155
O -0.091 -0.827 1.544
C 0.881 -0.334 -0.648
C 2.120 0.383 -0.114
H -1.721 3.266 0.114
H -2.420 -0.639 0.508
H -1.837 -0.706 -1.216
H -1.319 -2.071 0.228
H -0.499 -1.755 1.296
H 1.092 -1.405 -0.769
H 0.602 0.061 -1.634
H 2.990 0.200 -0.754
H 2.351 0.027 0.894
H 1.960 1.466 -0.065
*
```

Molecular formula: C28H52N3
Method: DFT, wB97M-V/def2-TZVPD

SMILES string: C=C[N@+](CN)(CCCCCCCCCCCCCCCCCCCC)c1ccccn1
M in g/mol: 430.7
HOMO-LUMO gap in eV: 8.58
Energy relative to the best compared isomer or geometry (same formula, charge and spin) in eV: 7.948
HOMO level in eV: -11.72

ORCA input file:
```
! RIJCOSX wB97M-V def2-TZVPD def2/J DEFGRID3
* xyz 1 1
C 1.735 2.098 4.978
C 1.912 1.499 3.706
N 2.506 2.203 2.502
C 2.711 3.694 2.763
N 3.929 3.952 3.615
C 1.601 2.056 1.307
C 1.532 0.586 0.669
C 1.906 0.680 -0.916
C 0.649 0.436 -1.879
C 0.872 0.854 -3.411
C 2.310 0.487 -4.024
C 2.414 -1.002 -4.640
C 2.821 -2.124 -3.551
C 1.527 -3.035 -3.247
C 1.311 -3.202 -1.651
C -0.281 -3.316 -1.410
C -0.698 -3.414 0.144
C -1.674 -2.234 0.649
C -3.072 -2.809 1.263
C -4.346 -2.504 0.329
C -5.488 -1.619 1.094
C -6.177 -0.544 0.119
C -6.210 0.954 0.773
C -7.426 1.814 0.172
C -7.382 1.870 -1.461
C 3.899 1.626 2.280
C 4.551 1.946 0.919
C 5.967 1.312 0.663
C 6.562 0.427 1.807
C 5.703 0.284 3.086
N 4.411 0.829 3.340
H 1.384 3.193 5.089
H 1.972 1.568 5.974
H 1.559 0.427 3.572
H 2.914 4.276 1.786
H 1.762 4.174 3.202
H 4.529 4.660 3.148
H 3.605 4.371 4.509
H 0.532 2.302 1.678
H 1.826 2.878 0.526
H 2.179 -0.200 1.182
H 0.443 0.201 0.734
H 2.742 -0.079 -1.172
H 2.347 1.708 -1.201
H 0.313 -0.649 -1.776
H -0.233 1.081 -1.490
H 0.665 1.976 -3.591
H 0.092 0.303 -4.066
H 3.197 0.661 -3.325
H 2.473 1.204 -4.919
H 1.490 -1.298 -5.266
H 3.285 -0.976 -5.404
H 3.588 -2.817 -4.075
H 3.342 -1.706 -2.626
H 0.610 -2.508 -3.700
H 1.632 -4.066 -3.730
H 1.911 -4.053 -1.186
H 1.719 -2.223 -1.181
H -0.873 -2.442 -1.859
H -0.617 -4.256 -1.987
H 0.254 -3.352 0.778
H -1.162 -4.463 0.289
H -1.141 -1.620 1.475
H -1.965 -1.482 -0.162
H -2.991 -3.957 1.345
H -3.222 -2.432 2.345
H -4.820 -3.481 -0.047
H -4.049 -1.914 -0.611
H -6.304 -2.366 1.409
H -5.039 -1.097 2.012
H -7.278 -0.792 -0.137
H -5.642 -0.417 -0.891
H -5.229 1.495 0.494
H -6.338 0.903 1.913
H -8.421 1.320 0.481
H -7.350 2.883 0.567
H -7.314 2.953 -1.813
H -6.479 1.319 -1.888
H -8.370 1.426 -1.853
H 4.104 2.562 0.076
H 6.552 1.434 -0.303
H 7.576 -0.090 1.751
H 6.165 -0.342 3.936
*
```

Molecular formula: C6H12O
Method: DFT, wB97M-V/def2-TZVPD

SMILES string: CC(C)CCC=O
M in g/mol: 100.2
HOMO-LUMO gap in eV: 10.68
Energy relative to the best compared isomer or geometry (same formula, charge and spin) in eV: 1.083
HOMO level in eV: -9.79

ORCA input file:
```
! RIJCOSX wB97M-V def2-TZVPD def2/J DEFGRID3
* xyz 0 1
C 1.865 1.065 -0.252
C 0.790 0.032 0.049
C 1.221 -1.399 -0.259
C -0.566 0.355 -0.599
C -1.759 -0.334 0.058
C -2.288 0.545 1.193
O -3.125 1.358 0.894
H 2.112 0.972 -1.309
H 2.798 0.792 0.252
H 1.564 2.019 0.170
H 0.584 -0.016 1.130
H 1.451 -1.566 -1.312
H 2.163 -1.577 0.286
H 0.646 -2.188 0.226
H -0.460 0.057 -1.652
H -0.728 1.431 -0.705
H -2.569 -0.396 -0.662
H -1.564 -1.388 0.250
H -2.135 0.242 2.242
*
```

Molecular formula: C48H48N2O2P2PtS3
Method: DFT, wB97M-V/def2-TZVPD

M in g/mol: 1038.2
HOMO-LUMO gap in eV: 7.81
Energy relative to the best compared isomer or geometry (same formula, charge and spin) in eV: 0.912
HOMO level in eV: -13.14

ORCA input file:
```
! RIJCOSX wB97M-V def2-TZVPD def2/J DEFGRID3
* xyz 2 1
Pt 0.024 0.736 -0.179
O -0.945 3.868 0.415
S -0.278 2.951 -0.505
C 1.317 3.658 -0.869
C 1.397 5.029 -1.089
C 2.639 5.592 -1.323
C 3.784 4.801 -1.300
C 3.697 3.454 -0.995
C 2.452 2.870 -0.767
P 2.293 1.235 0.002
C 3.429 0.112 -0.816
C 3.781 0.309 -2.147
C 4.535 -0.649 -2.813
C 4.927 -1.805 -2.156
C 4.561 -2.013 -0.830
C 3.808 -1.064 -0.164
C 2.893 1.576 1.677
C 2.043 2.304 2.516
C 2.457 2.651 3.790
C 3.715 2.269 4.241
C 4.566 1.561 3.406
C 4.163 1.219 2.121
C -1.182 2.910 -2.063
C -1.110 3.957 -2.970
C -1.940 3.948 -4.080
C -2.851 2.918 -4.264
C -2.927 1.880 -3.347
C -2.083 1.856 -2.243
P -2.206 0.604 -0.922
C -3.613 1.218 0.038
C -4.915 0.969 -0.401
C -5.989 1.537 0.264
C -5.774 2.362 1.359
C -4.481 2.627 1.786
C -3.406 2.057 1.125
C -2.759 -0.958 -1.631
C -3.474 -1.823 -0.799
C -3.944 -3.027 -1.301
C -3.685 -3.381 -2.619
C -2.936 -2.542 -3.433
C -2.470 -1.331 -2.940
H 0.510 5.646 -1.042
H 2.719 6.655 -1.507
H 4.751 5.250 -1.478
H 4.598 2.860 -0.898
H 3.469 1.203 -2.673
H 4.818 -0.486 -3.845
H 5.523 -2.544 -2.674
H 4.865 -2.916 -0.318
H 3.498 -1.249 0.858
H 1.057 2.607 2.176
H 1.803 3.226 4.433
H 4.034 2.535 5.239
H 5.553 1.279 3.750
H 4.846 0.688 1.474
H -0.412 4.769 -2.836
H -1.878 4.754 -4.799
H -3.508 2.924 -5.123
H -3.651 1.089 -3.491
H -5.100 0.329 -1.253
H -6.996 1.335 -0.076
H -6.616 2.803 1.876
H -4.312 3.280 2.631
H -2.401 2.288 1.447
H -3.678 -1.542 0.227
H -4.526 -3.682 -0.666
H -4.071 -4.312 -3.014
H -2.733 -2.819 -4.459
H -1.901 -0.670 -3.583
C -0.454 -2.930 1.133
N -0.529 -3.460 -0.216
C -1.297 -4.699 -0.329
C 0.074 -2.889 -1.251
S 0.697 -1.277 -1.335
N 0.306 -3.637 -2.354
C 0.560 -3.034 -3.659
C 0.873 -4.985 -2.224
H 0.070 -3.639 1.778
H -1.454 -2.749 1.527
H 0.097 -2.001 1.120
H -2.184 -4.592 0.293
H -0.729 -5.559 0.028
H -1.604 -4.856 -1.358
H -0.083 -2.174 -3.812
H 0.335 -3.785 -4.417
H 1.603 -2.726 -3.762
H 1.076 -5.218 -1.184
H 1.821 -5.007 -2.764
H 0.213 -5.742 -2.646
C -1.148 1.382 3.892
S -0.923 0.133 2.623
O -2.257 -0.472 2.361
C 0.001 -1.015 3.639
C 1.383 -1.077 3.550
C 2.071 -1.982 4.347
C 1.373 -2.818 5.208
C -0.014 -2.753 5.279
C -0.710 -1.848 4.492
H -1.722 0.920 4.696
H -1.690 2.227 3.473
H -0.165 1.690 4.249
H 1.918 -0.418 2.874
H 3.151 -2.033 4.297
H 1.910 -3.524 5.828
H -0.553 -3.407 5.952
H -1.791 -1.795 4.520
*
```

Molecular formula: C4H11NO3
Method: DFT, wB97M-V/def2-TZVPD

SMILES string: CN(C)CC(=O)O.O
M in g/mol: 121.1
HOMO-LUMO gap in eV: 10.10
Energy relative to the best compared isomer or geometry (same formula, charge and spin) in eV: 1.820
HOMO level in eV: -9.50

ORCA input file:
```
! RIJCOSX wB97M-V def2-TZVPD def2/J DEFGRID3
* xyz 0 1
C 1.754 0.236 1.195
N 0.504 -0.119 0.568
C -0.072 -1.358 1.108
C 0.577 -0.272 -0.910
C -0.788 -0.093 -1.477
O -1.955 -0.216 -1.200
O -0.522 0.149 -2.812
H 2.565 -0.462 1.350
H 1.521 0.793 2.141
H 2.236 1.088 0.691
H -0.005 -1.358 2.204
H -1.120 -1.378 0.856
H 0.302 -2.299 0.700
H 0.968 -1.226 -1.276
H 1.229 0.530 -1.304
H -1.267 0.522 -3.294
O -2.137 2.058 0.752
H -2.442 1.907 -0.145
H -1.349 1.497 0.854
*
```